2 unconnected molecules or ions with the total composition C3H3F3O at a distorted geometry. Source: the Open Molecules 2025 dataset; level of theory: the ωB97M-V functional and the def2-TZVPD basis.

```
10
C3H3F3O, DFT the ωB97M-V functional and the def2-TZVPD basis
C -0.24 -1.04 -0.49
C -0.51 0.38 -0.08
C 0.79 0.12 -0.63
O -0.64 0.77 2.31
F -1.60 0.99 -0.60
F 1.79 0.06 0.22
F 1.27 0.58 -1.77
H -0.09 -1.92 0.13
H -0.80 -1.26 -1.36
H 0.04 1.32 2.27
```

ΔE to the lowest compared entry with this formula, charge and spin = 142.9 kcal per mole
E = -13353.252 eV
Net charge = 0
Gap between HOMO and LUMO (alpha / beta) = 8.21 / 8.20 eV